#a
This record from OMol25 describes C18H27N3O2 in the gas phase. The level of theory is ωB97M-V with the def2-TZVPD basis set.

Each line ends with the Mulliken charge.
CARTESIAN COORDINATES (ANGSTROEM)
C (2.55, -4.29, 0.16)  -0.784
C (-3.06, 0.31, 0.36)  0.829
N (1.42, 2.52, 0.57)  -0.060
H (1.53, -3.91, 0.34)  0.299
C (-2.38, 1.29, 1.32)  -1.117
H (-4.99, -0.33, -1.65)  0.296
H (-5.74, -1.71, 0.98)  0.290
H (3.55, 3.61, -1.67)  0.341
C (-5.41, -1.72, -0.06)  -1.177
C (3.98, 0.51, -0.48)  0.380
H (5.58, 0.51, 0.95)  0.301
H (2.71, -4.41, -0.91)  0.319
C (3.14, 2.73, -1.16)  -0.788
H (-0.45, 1.68, 2.21)  0.378
C (-0.21, 0.94, 0.18)  0.387
H (-0.32, 0.09, -1.77)  0.321
H (2.39, 2.26, -1.77)  0.370
H (-2.97, -0.70, 0.78)  0.195
H (-6.11, -2.33, -0.63)  0.395
C (-0.90, 0.96, 1.52)  -0.839
C (4.80, -0.08, 0.49)  -0.541
H (2.02, -2.16, -1.16)  0.363
C (3.62, -2.17, 0.29)  0.703
H (-2.77, -0.37, -1.68)  0.375
H (5.25, -1.84, 1.61)  0.423
H (-2.89, 1.26, 2.29)  0.462
O (3.51, -3.46, 0.74)  -0.462
H (-0.74, -1.01, -0.44)  0.308
N (0.78, 1.63, -0.22)  -0.142
O (3.07, 3.99, 0.91)  -0.670
H (-2.42, 1.34, -1.42)  0.236
H (-4.44, -2.19, -0.11)  0.275
C (-2.33, 0.35, -0.98)  -0.865
H (1.08, 2.74, 1.51)  0.182
H (2.66, -5.26, 0.65)  0.241
C (2.55, 3.17, 0.17)  0.496
H (-2.48, 2.30, 0.93)  0.315
C (2.81, -1.59, -0.68)  -0.373
H (-6.39, 0.08, -0.67)  0.399
C (-5.37, -0.30, -0.63)  -0.465
H (-4.98, 0.71, 1.22)  0.390
N (4.24, 1.82, -0.89)  -0.313
C (-4.54, 0.66, 0.22)  -1.213
C (-0.84, 0.01, -0.81)  -0.656
H (-4.62, 1.66, -0.21)  0.369
H (2.36, 0.14, -1.83)  0.362
H (4.95, 2.26, -0.33)  0.289
C (2.99, -0.27, -1.06)  -0.426
H (-0.80, -0.03, 1.96)  0.331
C (4.62, -1.39, 0.86)  -0.734

Results
spin multiplicity	1
LUMO energy	0.590	eV
highest occupied orbital energy	-0.2713	Ha
SMILES	CCCC1CCC(=NNC(=O)CNc2ccc(OC)cc2)CC1

=====

#b
This record from OMol25 describes C18H27N3O2 in the gas phase. The level of theory is ωB97M-V with the def2-TZVPD basis set.

Each line ends with the Mulliken charge.
CARTESIAN COORDINATES (ANGSTROEM)
H (-1.75, 1.09, -3.88)  0.501
H (0.29, 1.37, 7.44)  0.257
C (1.03, -0.58, -0.68)  -1.326
C (-0.55, 0.45, 3.05)  2.139
H (-2.21, -0.71, 2.63)  0.340
H (-0.34, 1.60, -1.63)  0.206
C (-0.05, 1.01, -2.51)  -0.655
C (2.10, -0.68, -4.27)  -0.765
H (0.01, 1.91, 0.38)  0.065
H (1.64, 1.67, 0.97)  0.515
N (1.62, -1.77, -0.83)  -0.292
C (-0.40, -1.04, -5.09)  -1.033
C (0.47, -0.10, 0.69)  1.959
H (1.45, -1.69, -6.16)  0.325
C (1.11, -1.05, 1.85)  -1.146
H (-0.72, -1.64, -3.02)  0.319
H (-0.93, -1.61, -5.76)  0.442
H (-2.19, -1.49, -3.86)  0.526
H (0.90, -2.07, 1.65)  0.412
H (-2.08, 0.26, -2.33)  0.139
C (1.79, -0.88, -2.79)  0.632
C (-1.07, -0.39, 0.74)  0.104
H (-1.72, 0.10, -0.08)  -0.239
C (1.07, -1.56, -5.06)  -0.599
C (-1.21, -1.01, -3.79)  -0.711
H (0.56, 1.58, -3.25)  0.491
H (2.01, 0.41, -4.39)  0.290
C (0.48, -0.72, 3.19)  -1.200
H (2.14, -0.86, 1.98)  0.449
N (0.90, -0.06, -2.00)  0.123
H (1.18, -0.49, 3.97)  0.481
O (-0.01, 1.45, 5.44)  -0.291
H (-1.34, 1.08, 6.95)  0.404
C (-1.31, 0.45, -3.13)  -0.614
H (-2.46, 0.85, 1.84)  0.280
H (-0.55, 2.58, 2.42)  0.425
O (-2.11, 0.70, 4.83)  -0.621
C (-1.69, 0.06, 2.07)  -1.259
H (-0.80, 2.72, 6.87)  0.254
C (-0.50, 1.64, 6.73)  -0.793
C (-0.93, 0.88, 4.55)  -0.346
H (-0.02, -1.59, 3.48)  0.472
N (2.14, -1.87, -2.08)  -0.799
H (-1.29, -1.47, 0.64)  0.371
H (0.91, -2.61, -4.70)  0.367
C (0.17, 1.73, 2.52)  -1.379
H (-0.40, -0.05, -5.54)  0.427
C (0.63, 1.39, 1.12)  -0.358
H (3.12, -1.12, -4.37)  0.383
H (0.91, 2.16, 3.23)  0.327

Results
spin multiplicity	1
LUMO energy	0.643	eV
highest occupied orbital energy	-0.3225	Ha
SMILES	COC(=O)[C@]12CC[C@](c3nnc4n3CCCCCC4)(CC1)CC2

=====

What should be chosen as the most stable of them? Choose #a.

=====

#a
This record from OMol25 describes 2 unconnected molecules or ions with the total composition C4H9P. The level of theory is ωB97M-V with the def2-TZVPD basis set.

Each line ends with the Mulliken charge.
CARTESIAN COORDINATES (ANGSTROEM)
C (-0.16, 0.91, 1.21)  -0.481
H (1.42, -0.57, -1.24)  0.219
H (-1.05, -0.54, -1.55)  -0.040
H (0.02, 1.38, -0.86)  0.201
P (-0.77, -1.83, -1.09)  -0.044
H (0.21, -1.95, 1.26)  0.367
H (-0.36, 2.75, 0.16)  0.315
C (1.04, -1.47, -0.78)  -0.626
H (0.86, 1.00, 1.54)  0.305
H (1.74, -2.29, -0.79)  0.275
H (-1.62, 1.56, -0.20)  0.274
C (0.13, -1.34, 0.38)  -0.265
C (-0.56, 1.68, 0.01)  -0.841
H (-0.89, 0.71, 1.97)  0.342

Results
spin multiplicity	1
LUMO energy	0.609	eV
highest occupied orbital energy	-0.3007	Ha

=====

#b
This record from OMol25 describes 2 unconnected molecules or ions with the total composition C4H9P. The level of theory is ωB97M-V with the def2-TZVPD basis set.

Each line ends with the Mulliken charge.
CARTESIAN COORDINATES (ANGSTROEM)
H (0.61, 0.28, 1.55)  0.220
C (-0.23, 0.76, -0.20)  -0.076
H (-1.42, -0.84, 0.63)  0.243
C (-1.47, 0.05, -0.13)  -1.075
H (1.92, -3.01, -1.01)  -0.009
C (0.27, 1.24, 1.13)  -0.883
H (-0.64, 1.56, 1.71)  0.289
H (1.15, 1.93, 1.11)  0.293
P (1.04, -2.43, -0.17)  -0.115
H (-2.22, 0.77, 0.26)  0.402
H (-1.90, -0.18, -1.11)  0.286
H (-0.10, 1.49, -0.97)  0.369
C (1.18, -0.98, -1.02)  -0.285
H (1.80, -0.65, -1.79)  0.342

Results
spin multiplicity	1
LUMO energy	0.585	eV
highest occupied orbital energy	-0.3084	Ha

=====

#c
This record from OMol25 describes 2 unconnected molecules or ions with the total composition C4H9P. The level of theory is ωB97M-V with the def2-TZVPD basis set.

Each line ends with the Mulliken charge.
CARTESIAN COORDINATES (ANGSTROEM)
H (-2.09, 1.09, 0.80)  0.317
H (-0.20, 0.08, -3.21)  0.286
H (1.42, -0.17, 1.31)  0.324
C (-1.07, 0.79, 1.24)  -0.940
H (-0.12, 1.42, 1.24)  0.285
C (-0.82, -0.26, -2.47)  -0.400
H (-1.84, -0.62, -2.74)  0.248
C (-0.34, -0.40, -1.25)  -0.098
H (1.66, -1.09, -0.10)  0.225
H (1.41, -1.86, 1.46)  0.363
H (1.50, 0.47, -1.05)  0.047
C (1.14, -1.03, 0.84)  -0.961
H (-1.44, 0.50, 2.24)  0.305
P (-0.66, -0.85, 0.37)  0.001

Results
spin multiplicity	1
LUMO energy (alpha / beta)	0.008 / 0.008	eV
highest occupied orbital energy (alpha / beta)	-0.2996 / -0.2997	Ha

=====

What should be chosen as the most stable of them? Choose #a.

=====

#a
This record from OMol25 describes HN3O3S in the gas phase. The level of theory is ωB97M-V with the def2-TZVPD basis set.

Each line ends with the Mulliken charge.
CARTESIAN COORDINATES (ANGSTROEM)
O (-2.52, 0.32, -0.11)  -0.530
N (1.92, 0.05, -0.60)  0.260
N (-1.44, -0.14, -0.30)  1.026
O (2.97, -0.46, -0.84)  -0.339
H (-0.78, 0.90, 1.38)  0.334
N (-0.28, 0.64, 0.56)  -0.400
S (1.12, -0.30, 0.88)  0.127
O (-1.00, -1.02, -0.97)  -0.478

Results
spin multiplicity	1
LUMO energy	-0.593	eV
highest occupied orbital energy	-0.3524	Ha
SMILES	O=NSN[N+](=O)[O-]

=====

#b
This record from OMol25 describes HN3O3S in the gas phase. The level of theory is ωB97M-V with the def2-TZVPD basis set.

Each line ends with the Mulliken charge.
CARTESIAN COORDINATES (ANGSTROEM)
N (-0.77, -0.31, 0.98)  1.311
N (2.04, 0.21, -1.81)  0.421
S (1.27, 0.98, -0.75)  0.409
O (0.18, -1.10, 1.13)  -0.617
O (-0.52, 0.66, 0.00)  -0.569
O (2.13, -0.56, -2.68)  -0.393
H (-2.52, 0.39, 1.49)  0.267
N (-1.81, -0.28, 1.64)  -0.829

Results
spin multiplicity	1
LUMO energy	-1.573	eV
highest occupied orbital energy	-0.3756	Ha
SMILES	[H]/N=[N+](/[O-])OSN=O

=====

What should be chosen as the most stable of them? Choose #a.

=====

#a
This record from OMol25 describes 2 unconnected molecules or ions with the total composition C2H5FO. The level of theory is ωB97M-V with the def2-TZVPD basis set.

Each line ends with the Mulliken charge.
CARTESIAN COORDINATES (ANGSTROEM)
C (-0.77, 2.09, 0.84)  -0.038
C (0.45, -1.11, -1.05)  -0.943
F (-1.63, 2.07, 1.90)  -0.155
H (0.03, 0.40, 1.44)  0.316
O (0.14, 1.24, 0.87)  -0.140
H (0.88, -0.19, -0.81)  0.258
H (0.24, -1.63, -0.05)  0.182
H (-0.50, -1.02, -1.57)  0.256
H (1.16, -1.84, -1.56)  0.264

Results
spin multiplicity	1
LUMO energy	0.566	eV
highest occupied orbital energy	-0.3651	Ha

=====

#b
This record from OMol25 describes C2H5FO in the gas phase. The level of theory is ωB97M-V with the def2-TZVPD basis set.

Each line ends with the Mulliken charge.
CARTESIAN COORDINATES (ANGSTROEM)
H (0.79, -0.05, -1.50)  0.242
C (-1.04, -0.31, 0.11)  -0.887
H (-0.94, -0.76, 1.04)  0.293
H (1.11, 1.03, 1.05)  0.318
C (0.51, 0.11, -0.38)  0.211
H (-1.26, -1.04, -0.72)  0.277
F (1.27, -0.91, 0.15)  -0.295
O (1.09, 1.29, 0.09)  -0.471
H (-1.53, 0.65, 0.17)  0.310

Results
spin multiplicity	1
LUMO energy	1.011	eV
highest occupied orbital energy	-0.3958	Ha
SMILES	C[C@@H](O)F

=====

What should be chosen as the most stable of them? Choose #b.

=====

#a
This record from OMol25 describes 2 unconnected molecules or ions with the total composition C2H6NOS. The level of theory is ωB97M-V with the def2-TZVPD basis set.

Each line ends with the Mulliken charge.
CARTESIAN COORDINATES (ANGSTROEM)
O (-3.30, -0.83, 0.73)  -0.580
C (-2.16, -1.03, 0.32)  0.086
H (1.44, 1.86, 0.72)  0.188
H (-1.74, 0.83, 0.02)  0.184
H (-1.91, -1.89, -0.32)  0.294
H (3.06, 2.10, 0.05)  0.228
S (1.88, 0.08, -0.90)  -0.717
H (-0.24, 0.05, 0.25)  0.088
C (2.36, 1.32, 0.39)  -0.758
H (2.82, 0.80, 1.23)  0.191
N (-1.26, -0.01, 0.33)  -0.204

Results
spin multiplicity	1
LUMO energy	4.012	eV
highest occupied orbital energy	-0.0983	Ha
total charge	-1

=====

#b
This record from OMol25 describes 2 unconnected molecules or ions with the total composition C2H6NOS. The level of theory is ωB97M-V with the def2-TZVPD basis set.

Each line ends with the Mulliken charge.
CARTESIAN COORDINATES (ANGSTROEM)
S (-0.05, -1.68, 1.27)  -0.634
H (0.22, -0.34, -0.46)  0.132
H (1.41, -0.85, -2.02)  0.165
H (-1.42, -0.60, 3.21)  0.309
H (-2.10, -0.63, 1.73)  0.238
O (1.60, 1.07, -3.19)  -0.728
C (-1.16, -0.40, 2.19)  -0.911
N (0.92, -0.14, -1.46)  -0.228
H (-1.08, 0.78, 2.22)  0.227
H (0.57, 1.78, -1.47)  0.316
C (1.09, 1.02, -2.00)  0.114

Results
spin multiplicity	1
LUMO energy	4.079	eV
highest occupied orbital energy	-0.1172	Ha
total charge	-1

=====

What should be chosen as the most stable of them? Choose #a.

=====

#a
This record from OMol25 describes a molecular structure, C3H3O2Zn. The level of theory is ωB97M-V with the def2-TZVPD basis set.

Each line ends with the Mulliken charge.
CARTESIAN COORDINATES (ANGSTROEM)
H (-2.83, -0.88, 0.38)  0.356
O (-1.56, 1.39, -0.12)  -0.395
H (-1.55, -1.82, -0.45)  0.336
H (-1.49, -1.50, 1.31)  0.346
C (0.29, 0.04, 0.46)  0.422
Zn (2.24, 0.35, 0.65)  0.521
C (-1.06, 0.29, -0.08)  0.831
O (1.02, -0.86, -0.07)  -0.367
C (-1.75, -1.07, 0.33)  -1.050

Results
spin multiplicity	1
LUMO energy (alpha / beta)	-8.136 / -8.124	eV
highest occupied orbital energy (alpha / beta)	-0.5105 / -0.5095	Ha
total charge	+1

=====

#b
This record from OMol25 describes a molecular structure, C3H3O2Zn. The level of theory is ωB97M-V with the def2-TZVPD basis set.

Each line ends with the Mulliken charge.
CARTESIAN COORDINATES (ANGSTROEM)
H (0.92, 0.70, 2.01)  0.285
Zn (-0.18, -1.44, -1.18)  0.325
O (-2.06, -0.70, -1.74)  -0.153
H (1.58, -0.81, 1.25)  0.346
C (1.17, 0.19, 1.07)  -0.827
C (-2.43, 0.27, -2.21)  0.266
O (-0.93, 0.95, 0.15)  -0.412
C (-0.01, 0.09, 0.14)  0.887
H (1.94, 0.76, 0.51)  0.283

Results
spin multiplicity	1
LUMO energy (alpha / beta)	-6.871 / -6.871	eV
highest occupied orbital energy (alpha / beta)	-0.5299 / -0.5299	Ha
total charge	+1

=====

What should be chosen as the most stable of them? Choose #b.